Entry 1:
74
Properties=species:S:1:pos:R:3:forces:R:3 method="wB97M-V/def2-TZVPD" max_force_ev_per_a=8.4 orbital_gap_ev=9.5 de_lowest_kcal_mol=58.6 lumo_ev=0.307 smiles="NC(N)=O.NC(N)=O.NC(N)=O.NC(N)=O.CCO.CCO.CO.CO.CO.CO"
N 2.688244 0.853114 1.326022 -4.34 -1.94 -0.34
C 3.756106 0.361409 0.851088 1.88 -5.14 -2.86
N 4.815187 1.125884 0.971147 5.82 1.34 -0.23
O 3.831344 -0.832254 0.242838 0.04 3.96 1.99
H 1.862701 0.246411 1.155814 0.46 0.53 0.71
H 2.658914 1.631749 1.904850 -0.27 1.64 0.96
H 5.737583 0.770338 0.619717 -1.77 0.11 0.38
H 5.008840 1.944765 1.572166 -1.27 -0.88 -0.54
N -3.141329 -1.240144 -0.627909 -1.79 2.30 -1.18
C -3.135885 -2.438811 -0.129237 -7.92 -2.40 -1.18
N -1.931735 -2.810234 0.083002 4.76 -4.98 2.42
O -4.321969 -3.161069 0.003572 6.25 3.10 -0.07
H -4.064579 -1.014706 -0.908100 -0.62 0.92 -0.30
H -2.373318 -0.566384 -0.636873 0.03 -0.23 0.19
H -1.844731 -3.744530 0.525737 0.11 0.90 -0.75
H -1.041584 -2.391931 -0.230470 -0.96 0.11 0.09
N 0.516702 -3.217993 2.364839 -2.90 -1.72 1.98
C 1.264868 -2.463032 1.699938 2.35 6.36 -4.88
N 2.533199 -2.815263 1.648394 2.94 1.46 -1.08
O 0.827277 -1.349817 1.017276 0.92 -4.32 2.55
H -0.389769 -2.889512 2.333908 -2.61 0.55 0.67
H 0.647429 -4.169436 2.519462 0.76 -1.48 0.31
H 3.218532 -2.114052 1.247205 -1.04 -0.38 -0.36
H 2.965268 -3.302158 2.399459 -0.29 -0.70 0.60
N -2.588457 0.528479 -5.670573 -3.34 -1.64 -4.10
C -1.939178 1.216287 -4.773131 -1.15 7.70 0.69
N -1.466081 0.519671 -3.789784 1.19 -2.23 3.49
O -1.951890 2.592297 -4.798121 0.78 -6.23 -0.29
H -2.974023 1.191232 -6.372606 0.13 -1.12 0.70
H -3.085209 -0.438820 -5.617578 1.75 2.60 0.24
H -0.929564 1.013064 -3.053514 -0.86 -0.83 -0.68
H -1.947831 -0.405356 -3.604271 1.48 1.68 0.00
C -2.880748 -3.363620 3.576546 -0.70 -0.65 -0.21
C -2.710618 -1.907176 3.421197 -0.44 -0.53 -0.80
O -1.674535 -1.655206 2.498534 1.48 1.30 1.40
H -3.712660 -3.533967 4.252216 -0.14 -0.47 -0.02
H -1.994043 -3.814731 3.959815 0.73 -0.28 0.71
H -3.038415 -3.835413 2.613747 -0.56 -0.16 -0.19
H -2.725470 -1.487009 4.407769 1.47 0.89 0.42
H -3.532189 -1.449623 2.969467 -2.05 0.41 -0.56
H -1.926427 -1.951884 1.614563 -0.26 0.11 0.05
C 1.019790 -1.569577 -2.664678 -0.96 1.42 -0.57
C 1.777776 -0.298740 -2.233829 0.22 -1.25 -2.18
O 3.023097 -0.362381 -3.011060 -0.60 1.71 0.67
H 0.713303 -1.638075 -3.726809 0.65 0.16 0.41
H 0.105322 -1.544870 -2.124263 -1.19 -0.20 0.67
H 1.530916 -2.447577 -2.336011 0.62 -0.58 0.06
H 1.822552 -0.407276 -1.153803 0.87 0.47 0.12
H 1.301175 0.684987 -2.521204 0.47 -1.24 0.30
H 3.505639 -1.175837 -2.892512 -0.11 -0.42 0.58
C -0.740628 1.211644 3.710081 -0.63 1.12 1.76
O -0.079231 0.790932 2.634948 3.08 -2.01 -2.82
H -0.374058 2.177782 4.004306 0.25 0.37 0.56
H -0.773904 0.496772 4.508843 0.25 -0.26 0.81
H -1.681814 1.318428 3.319601 -3.34 0.79 0.21
H -0.325098 -0.146300 2.532321 0.32 0.10 -0.53
C 1.675156 4.182862 1.349112 1.28 1.26 -0.73
O 1.618565 3.245328 2.332006 0.64 -0.76 2.18
H 0.976721 4.974508 1.523230 -0.15 1.02 0.23
H 1.422545 3.773193 0.404425 0.05 -0.44 -1.25
H 2.724187 4.476824 1.356106 -0.19 0.82 -0.49
H 0.907281 2.706557 2.082627 -1.71 -1.79 0.13
C -1.076798 1.776469 -0.461671 2.16 2.66 1.82
O -0.912383 0.402302 -0.343430 -0.88 -0.94 -0.46
H -1.564496 2.328764 0.373203 -0.32 -0.97 -0.09
H -1.511621 2.217758 -1.348845 -0.33 -0.99 -0.61
H -0.053254 2.210245 -0.396577 -0.38 0.06 -0.46
H -0.376728 0.149795 0.432961 -0.12 0.24 -0.27
C 0.737049 3.626648 -3.258630 0.93 -0.30 -0.74
O 1.751968 3.209388 -2.329869 0.93 0.02 -0.68
H 0.747457 4.680564 -3.596336 0.86 -0.35 0.06
H -0.210914 3.584953 -2.781380 -0.87 -0.67 0.41
H 0.821711 2.936979 -4.116020 -0.71 0.58 0.13
H 2.488760 2.796383 -2.854965 -1.10 0.69 0.88

Entry 2:
70
Properties=species:S:1:pos:R:3:forces:R:3 method="wB97M-V/def2-TZVPD" max_force_ev_per_a=3.5 orbital_gap_ev="8.2 / 3.0" lumo_ev="-3.125 / -8.307" spin_multiplicity=2 charge=+1
C -1.121080 -1.050604 -7.419737 0.01 0.27 0.45
C -1.139306 -0.830303 -5.900031 0.09 -0.56 -0.88
C 0.020070 -0.053699 -5.316078 -0.79 -0.53 -0.62
O -0.125784 -0.017657 -3.896137 0.71 -0.07 0.21
C 0.776156 0.879851 -3.279400 -0.21 0.98 0.65
N -2.357334 -0.128362 -5.596337 -0.85 0.17 1.04
H -2.036250 -1.584053 -7.676624 0.19 -0.38 0.03
H -0.235002 -1.578080 -7.772930 -0.08 0.01 -0.14
H -1.272151 -0.096631 -7.924931 0.48 0.15 0.00
H -1.293295 -1.788084 -5.403003 1.19 -0.48 -0.02
H -0.117821 0.976303 -5.644974 0.56 0.13 -0.44
H 0.913531 -0.549610 -5.695417 0.58 0.45 0.50
H 0.479641 1.180372 -2.274483 -0.59 -0.77 0.31
H 0.708355 1.866418 -3.737869 0.59 -0.09 -0.70
H 1.790591 0.503018 -3.148922 0.11 -0.03 -0.62
H -2.859642 -0.900457 -5.182030 -1.34 0.37 -0.10
H -2.103456 0.367607 -4.753927 -0.47 0.72 0.28
C -2.052816 -0.552514 1.077753 0.86 -0.33 0.25
C -2.074202 -1.454610 2.310564 -3.07 -1.58 -0.56
C -3.498553 -1.722866 2.941242 -0.44 1.98 0.90
O -3.978272 -0.480672 3.543456 1.90 -0.35 -0.71
C -5.178349 -0.605997 4.276969 -0.31 -0.37 -0.14
N -1.463239 -2.752275 1.983936 0.90 2.71 1.25
H -2.536289 -1.044118 0.233548 -0.29 0.16 0.08
H -1.002866 -0.471945 0.796321 0.11 0.31 -0.20
H -2.430577 0.453674 1.259391 -0.19 -0.30 0.17
H -1.411439 -1.121503 3.109242 0.47 0.35 0.56
H -3.495548 -2.479878 3.725475 0.38 -0.30 -0.02
H -4.202059 -2.025724 2.165707 0.07 -0.11 -0.26
H -5.052338 -1.031659 5.272484 0.29 -0.81 -0.15
H -5.821910 -1.179738 3.610079 -0.75 -0.03 0.64
H -5.610330 0.357144 4.548723 0.22 0.28 -0.86
H -1.317944 -3.436920 2.712120 -0.65 -0.76 0.16
H -0.588174 -2.497300 1.548777 0.73 -0.77 -1.45
O 3.572709 -1.623447 0.352541 0.07 -0.17 -0.18
H 3.764604 -1.590328 1.289726 -0.06 0.40 0.67
H 4.206951 -2.247461 -0.000398 0.24 -0.12 -0.37
O 1.031547 -2.120889 -0.233249 -1.59 -0.41 0.01
H 1.908339 -1.901646 0.082006 1.23 -0.06 0.33
H 1.182162 -2.721881 -0.962872 0.12 -0.30 -0.22
O -1.304992 -1.669757 -2.154354 -0.66 -0.63 0.82
H -0.954568 -0.965017 -2.699136 0.27 0.39 -0.72
H -0.549106 -1.992137 -1.663509 0.06 0.07 0.07
O 1.547043 0.482380 0.291890 -0.39 0.51 0.27
H 1.110451 -0.221786 -0.187445 -0.19 -0.15 -0.35
H 2.391023 0.110727 0.548389 0.44 0.07 0.10
C -0.569448 3.288312 -0.033032 0.99 -0.22 0.08
O 0.822070 3.140150 0.155984 0.67 0.58 0.24
H -1.040743 2.314094 0.096881 -0.49 0.07 -0.16
H -0.920223 3.995988 0.718130 -0.42 0.04 -0.18
H -0.684838 3.673783 -1.046046 -0.65 0.01 0.07
H 1.079635 2.229893 0.319339 -0.09 -0.34 -0.12
C 4.318273 2.465704 1.394022 -0.50 1.12 -0.86
O 4.992790 3.329989 0.465712 0.67 -0.33 0.34
H 3.262482 2.732545 1.346901 -0.21 -0.57 0.13
H 4.512254 1.437155 1.089798 -0.14 -0.06 0.15
H 4.622358 2.630349 2.427717 0.39 0.02 -0.06
H 4.410928 3.980914 0.066530 -0.26 -0.20 0.29
C 2.586875 -1.311985 3.915457 -0.07 -0.18 1.15
O 2.838078 -0.524567 2.821393 0.16 0.30 -1.68
H 3.302533 -2.134067 3.904549 -0.13 -0.01 0.45
H 2.660130 -0.656754 4.783436 0.34 -0.56 0.58
H 1.563832 -1.687933 3.928143 -0.29 -0.46 -0.10
H 2.343795 0.282260 2.983582 0.17 0.89 -0.28
C 0.276886 1.893852 3.438751 0.82 0.71 0.45
O 1.723829 1.960033 3.603580 -0.96 -0.69 -0.48
H -0.068793 2.824525 2.988796 -0.13 -0.05 0.00
H 0.002770 1.076873 2.771281 0.37 -0.07 0.01
H -0.171570 1.757603 4.422836 -0.27 -0.08 -0.09
H 1.917615 2.613396 4.279711 0.05 0.06 0.01

Entry 3:
70
Properties=species:S:1:pos:R:3:forces:R:3 method="wB97M-V/def2-TZVPD" max_force_ev_per_a=3.2 orbital_gap_ev=2.8 de_lowest_kcal_mol=73.9 lumo_ev=3.263 charge=-2
C -5.518703 -4.093570 -0.875372 -1.81 1.23 2.20
O -6.501289 -3.309910 -0.242946 0.66 -0.49 -0.81
H -5.691720 -4.186805 -1.947506 0.33 -0.24 -0.70
H -4.506606 -3.768596 -0.634310 0.77 0.61 -0.53
H -5.498246 -5.071875 -0.395189 -0.13 -1.24 -0.25
C 0.206672 0.541503 -0.328001 -1.37 -0.71 2.81
O -0.120320 0.309487 1.038344 1.15 0.30 -1.32
H 0.701631 -0.304489 -0.804871 0.42 -0.56 -0.39
H -0.744434 0.676284 -0.843124 -0.25 0.30 -0.85
H 0.840945 1.410013 -0.505347 0.39 0.67 -0.16
C 1.922976 -4.483503 4.510398 -1.28 0.74 -0.17
O 1.305455 -4.319724 3.220692 0.65 -0.84 0.57
H 3.007328 -4.376082 4.537609 0.08 -0.11 -0.33
H 1.488009 -3.759884 5.199802 0.18 0.29 0.13
H 1.607341 -5.436084 4.935936 0.25 -0.26 -0.41
H 1.207130 -3.394593 2.983901 0.05 0.23 0.16
C 6.021826 5.110159 -1.633646 -0.73 -1.12 0.48
O 7.006498 5.957236 -1.065454 -0.26 -0.01 -0.25
H 5.036531 5.543899 -1.804390 0.53 0.90 -0.43
H 6.408964 4.587191 -2.508136 -0.22 0.22 -0.31
H 5.721133 4.340766 -0.922507 0.32 -0.36 0.24
H 7.712220 5.327787 -0.900079 0.36 0.36 0.27
C 4.330827 0.429145 -6.160289 -1.16 -0.53 1.29
O 5.658270 0.417991 -6.599105 0.42 0.67 -0.29
H 3.777149 -0.412534 -6.576337 -0.14 0.00 -0.03
H 4.309030 0.345021 -5.073753 0.40 -0.59 0.08
H 3.712615 1.324245 -6.228890 0.44 0.51 -1.00
H 5.707765 0.874501 -7.442172 0.04 -0.05 -0.04
C 0.791055 -5.523929 -3.400881 -0.05 1.34 0.04
O 1.509942 -6.033990 -2.308412 0.20 -1.16 0.38
H 0.624158 -6.241629 -4.204077 0.33 -0.29 0.27
H -0.181392 -5.117073 -3.123599 -0.12 -0.12 0.12
H 1.385769 -4.683515 -3.758836 -0.20 0.12 -0.64
H 1.256846 -5.601135 -1.489773 -0.18 0.13 -0.15
C -3.567870 -5.608154 5.834228 -0.28 -1.06 0.17
O -3.177068 -4.505874 5.088332 0.41 0.58 -0.14
H -3.554893 -5.427805 6.909123 -0.07 0.34 0.13
H -4.569117 -5.922062 5.539185 -0.21 0.08 0.09
H -2.937565 -6.484563 5.683433 0.24 -0.07 -0.14
H -2.392895 -4.723772 4.579211 -0.07 0.15 -0.10
C 5.615268 0.417879 3.821891 -1.56 0.59 0.08
O 4.338302 1.044211 4.158907 1.29 -0.25 -0.01
H 6.396895 1.131882 4.081407 -0.07 -0.13 0.10
H 5.716523 -0.515340 4.375912 0.27 -0.02 0.00
H 5.648690 0.228774 2.748928 0.15 -0.11 -0.03
H 3.631190 0.477617 3.841818 -0.14 -0.04 -0.18
C -5.713822 3.189020 -3.428639 -0.81 0.64 -0.69
O -6.327245 3.094638 -2.162958 0.65 -0.26 0.54
H -4.680019 3.527767 -3.360764 -0.13 -0.05 0.47
H -5.721347 2.298169 -4.056668 -0.06 -0.51 0.42
H -6.276868 3.927952 -3.998763 0.20 0.35 -0.37
H -7.285572 3.069024 -2.213515 0.14 -0.14 -0.36
C -1.735758 6.351611 1.577307 -1.43 -1.07 0.09
O -2.903577 5.713199 2.167786 0.71 0.47 0.20
H -1.667676 7.409351 1.831590 0.14 0.01 0.14
H -0.899466 5.760819 1.951046 0.05 0.33 -0.10
H -1.824813 6.225255 0.498327 0.39 0.16 -0.12
H -3.713050 6.152955 1.897698 0.13 0.10 -0.20
C -0.294918 4.631923 7.240332 0.80 0.10 0.48
O -0.747764 3.470940 6.595162 -0.85 0.15 0.13
H -0.135580 5.482802 6.577975 0.29 -0.09 -0.29
H -0.941502 5.036567 8.018980 -0.73 -0.64 -0.17
H 0.607260 4.354246 7.785367 0.50 0.48 -0.05
H -0.144184 3.265298 5.877526 -0.02 -0.03 -0.10
C -2.800515 -1.826689 -7.075553 1.02 1.16 -0.40
O -1.719057 -1.958628 -8.018809 0.02 -0.77 -0.12
H -3.580621 -1.293324 -7.618755 -0.63 -0.37 0.50
H -3.090414 -2.780996 -6.635839 0.03 0.07 -0.45
H -2.406937 -1.177387 -6.293508 -0.48 -0.06 0.42
H -1.639387 -1.113617 -8.467379 0.04 -0.04 0.07